[1]
Density functional theory data (wB97M-V/def2-TZVPD) for a cluster of 2 separate species, C10H11N2O2S in total in a non-equilibrium geometry.

Summary:
Charge: +1
HOMO level (spin up / spin down) in eV: -12.22 / -12.22
Maximum force in eV Å⁻¹: 4.3
Relative energy (zero: lowest compared OMol25 entry of this formula, charge and spin) in eV: 2.628

Cartesian coordinates (Å):
C 0.67466 3.50635 2.76985
C 0.00071 3.15780 1.58451
C 0.59880 2.75527 3.88762
C -0.59494 1.93349 1.50357
C 0.00502 1.49702 3.83877
C 1.09771 -2.32216 -1.56184
C -0.63502 1.23340 2.68153
C -0.17631 -2.51390 -2.02610
C -0.32168 -1.32972 -0.13102
C -0.59220 -3.06844 -3.28759
N -1.02394 -1.88885 -1.06887
N 1.05459 -1.59977 -0.43876
O -0.83537 -1.42032 3.45944
O -2.73822 -0.52918 2.06091
S -1.37594 -0.50413 2.51448
H 1.29429 4.41994 2.82498
H -0.09479 3.87949 0.75783
H 0.93667 3.02592 4.79666
H -0.93487 1.60655 0.56447
H 0.11679 0.76129 4.71305
H 1.90590 -2.49267 -2.17730
H -0.01390 -3.99715 -3.43161
H -1.69036 -3.27385 -3.31347
H -0.34528 -2.35006 -3.99824
H -2.08670 -1.93438 -0.98094
H 1.81448 -1.30112 0.15674

Here are the Mulliken charges for atoms 1 to 2, given in e:
1. C -0.331
2. C -0.560

[2]
Density functional theory data (wB97M-V/def2-TZVPD) for the ion C10H11N4 with charge +1 in a non-equilibrium geometry.

Summary:
Charge: +1
HOMO level (spin up / spin down) in eV: -12.43 / -12.43
Maximum force in eV Å⁻¹: 4.8
Relative energy (zero: lowest compared OMol25 entry of this formula, charge and spin) in eV: 5.003

Cartesian coordinates (Å):
C -2.06330 -1.76113 0.46647
C 1.37780 1.34472 0.97421
C -0.80692 -2.38404 0.73270
C -2.12198 1.36214 0.78796
C -2.07783 -0.66841 -0.29578
C 0.13502 0.82652 0.79141
C -2.50440 0.65057 -0.52090
C 2.54015 1.01518 0.11003
C 2.49789 -0.41174 -0.45559
C 0.17333 -0.46202 -0.02694
N -0.98147 1.42510 1.30148
N 0.25849 -1.70867 0.49125
N -3.08191 1.26634 -1.45324
N 1.15435 -0.34485 -1.15953
H -2.87473 -2.34176 0.82881
H 1.63512 2.21395 1.57858
H -0.76014 -3.32686 1.20042
H -3.08892 1.85237 1.14788
H 2.58991 1.84475 -0.65002
H 3.60941 1.08553 0.61347
H 3.22098 -0.54279 -1.14173
H 2.58319 -1.13114 0.24894
H -3.43500 0.78204 -2.24913
H 1.20640 0.58497 -1.67673
H 0.81458 -1.17079 -1.64402

Here are the Mulliken charges for atoms 1 to 2, given in e:
1. C -0.369
2. C -0.767